Entry 1:
37
Properties=species:S:1:pos:R:3:forces:R:3:mulliken_charge:R:1 method="wB97M-V/def2-TZVPD" de_lowest_ev=2.4700 homo_energy_ev=-7.90 smiles="Cc1c[nH]c2ccccc12.CCN(C)C(C)=O" gap_ev=8.7
C 3.40467 0.44930 -1.96352 -1.46 0.76 0.76 -1.259
C 1.98299 0.29821 -2.45055 0.48 0.97 0.26 0.189
C 1.61021 -0.48752 -3.47091 -0.55 -0.01 0.73 -0.743
N 0.25586 -0.38150 -3.72049 -0.14 0.14 0.29 -0.175
C -0.32435 0.50546 -2.76462 1.87 -2.65 -1.29 -0.283
C -1.66812 0.68150 -2.48485 -0.51 1.04 0.10 -0.879
C -2.00095 1.63760 -1.51439 0.88 -1.66 -0.79 -0.468
C -0.92576 2.25079 -0.86115 -1.64 0.70 0.58 -0.528
C 0.36931 1.87266 -1.04216 1.94 0.81 -0.30 -0.200
C 0.78411 0.94809 -2.01502 -2.17 0.93 0.78 1.122
H 4.08022 0.14222 -2.75857 0.31 -0.28 0.56 0.386
H 3.46695 0.00334 -0.96307 0.59 -0.72 -0.49 0.238
H 3.58238 1.48837 -1.68936 0.19 0.33 -0.53 0.330
H 2.27205 -1.23353 -3.83184 0.02 -0.52 -1.09 0.423
H -0.19794 -1.17533 -4.11700 -0.59 -0.10 -0.26 0.249
H -2.41243 0.15195 -3.07068 0.00 0.04 0.11 0.386
H -3.02857 1.76669 -1.21184 -0.05 0.37 -0.11 0.430
H -1.22547 3.07994 -0.21300 0.63 -0.33 0.14 0.367
H 1.14764 2.44555 -0.57188 0.18 0.12 0.64 0.409
C -1.22040 0.98668 2.96172 1.51 -0.15 0.63 -0.632
C -0.72956 -0.43742 3.33227 1.02 0.59 1.21 -1.064
N -0.00212 -1.16216 2.30117 -3.90 -0.08 -0.94 0.342
C 1.43105 -1.10377 2.16444 0.58 -1.83 1.62 -1.007
C -0.76693 -2.06745 1.46731 3.53 0.46 0.74 0.805
C -2.17989 -1.81233 1.04088 -0.43 1.91 1.67 -0.928
O -0.07916 -2.97760 1.05696 -1.02 -1.09 -1.15 -0.646
H -2.07469 0.75433 2.30162 0.37 1.34 0.01 0.203
H -0.30420 1.61977 2.53720 -2.33 -1.40 0.42 0.125
H -1.49513 1.46076 3.95044 -0.20 -0.26 -1.30 0.369
H 0.01669 -0.30544 4.11387 0.14 0.05 0.33 0.430
H -1.53166 -1.02534 3.88992 0.74 0.43 -1.26 0.368
H 1.67735 -1.90378 1.41579 0.14 1.34 0.45 0.317
H 1.84491 -0.09622 2.04044 -0.34 -0.15 -0.63 0.287
H 1.90642 -1.46330 3.13922 -0.45 0.27 -1.00 0.351
H -2.19844 -0.82485 0.55022 0.23 -0.66 -0.87 0.021
H -2.69679 -2.62800 0.54556 0.40 0.10 -0.15 0.330
H -2.77022 -1.45769 1.90586 0.03 -0.80 0.11 0.336

***

Entry 2:
40
Properties=species:S:1:pos:R:3:forces:R:3:mulliken_charge:R:1 method="wB97M-V/def2-TZVPD" de_lowest_ev=0.7580 homo_energy_ev=-8.54 smiles="CSCC[C@H](NC(=O)[C@@H](N)Cc1ccccc1)C(=O)O" gap_ev=9.1
C -1.24029 -0.43215 2.56772 -0.02 0.77 -0.57 -0.723
S -1.61995 -2.18447 2.39117 0.04 0.17 -0.78 -0.112
C -1.41307 -2.25035 0.54656 -1.48 1.00 0.85 -0.845
C 0.00896 -2.00316 0.11264 0.64 -0.85 1.64 -0.161
C 0.18284 -1.68215 -1.34586 0.64 -0.24 -0.83 0.177
N -0.40486 -0.45106 -1.80987 -1.51 -0.60 -0.40 -0.009
C 0.09506 0.79721 -1.74290 1.30 -0.81 -0.02 0.139
O -0.50990 1.75222 -2.16423 -0.28 0.66 -0.24 -0.688
C 1.56609 0.86954 -1.26703 -0.08 0.59 0.92 0.275
N 2.41441 0.40541 -2.34321 -0.46 -0.34 0.13 -0.586
C 1.85038 2.28256 -0.73614 0.56 0.87 0.31 -1.530
C 1.16908 2.52170 0.62437 -1.30 0.85 -0.29 0.556
C 1.79536 2.28592 1.85703 -0.81 0.08 -0.16 -0.231
C 1.09975 2.50106 3.07727 -0.81 0.65 -0.79 -0.577
C -0.23099 2.98139 3.04592 1.02 -1.12 -0.43 -0.579
C -0.83447 3.20788 1.81361 -1.36 0.80 0.11 -0.457
C -0.17573 3.03803 0.62412 2.40 -1.05 0.89 -0.502
C -0.32926 -2.88886 -2.14136 0.22 -1.23 0.55 0.149
O 0.01052 -4.03965 -1.90856 -0.45 1.82 -0.57 -0.570
O -1.28938 -2.57130 -3.04001 0.35 -0.34 0.08 -0.481
H -0.15152 -0.27505 2.54074 -0.41 0.14 0.08 0.187
H -1.62821 -0.04136 3.51876 0.09 -0.22 -0.33 0.399
H -1.70747 0.13743 1.70991 0.44 -0.50 1.01 0.188
H -2.10698 -1.44654 0.13357 0.75 -1.04 0.38 0.295
H -1.82829 -3.23270 0.33171 0.21 -0.04 -0.52 0.366
H 0.62755 -2.91222 0.37980 -0.57 0.99 -0.43 0.381
H 0.40192 -1.17461 0.72999 -0.04 -0.25 -0.48 0.030
H 1.25150 -1.59256 -1.52317 0.21 -0.39 -0.26 0.421
H -1.22041 -0.55539 -2.41406 0.20 0.26 0.48 0.250
H 1.73585 0.18313 -0.44229 -0.23 -0.13 0.25 0.554
H 3.37175 0.36444 -2.03231 0.22 0.14 -0.14 0.282
H 2.31158 1.04671 -3.10004 0.33 0.35 -0.76 0.271
H 2.96036 2.48276 -0.64969 -1.05 -0.49 -0.04 0.392
H 1.47010 3.01230 -1.49003 0.19 -0.44 0.61 0.346
H 2.81124 1.91675 1.77831 0.09 0.02 0.55 0.387
H 1.52653 2.38625 4.06610 0.38 -0.31 -0.24 0.363
H -0.81742 3.02110 3.95491 0.16 0.33 0.06 0.463
H -1.87773 3.59034 1.73895 0.82 -0.37 0.36 0.306
H -0.65215 3.26446 -0.28580 -0.44 0.15 -1.01 0.496
H -1.57800 -3.40602 -3.44571 0.03 0.11 0.05 0.380

***

Entry 3:
41
Properties=species:S:1:pos:R:3:forces:R:3:mulliken_charge:R:1 method="wB97M-V/def2-TZVPD" de_lowest_ev=0.0000 homo_energy_ev=-8.11 smiles="COC(=O)[C@H](CCSC)NC(=O)Nc1ccc(OC)cc1" gap_ev=8.7
C 1.40318 0.08729 -5.15285 -0.26 0.21 -0.24 -0.699
O 1.93160 -0.34640 -3.90434 0.28 -0.28 0.11 -0.293
C 1.34420 0.13516 -2.81432 0.04 0.18 0.41 0.393
O 0.41380 0.90052 -2.82106 -0.08 0.00 -0.15 -0.596
C 1.97619 -0.41473 -1.54458 0.29 -0.19 0.02 -0.290
C 1.73000 -1.93116 -1.43734 -0.07 0.24 -0.11 -0.851
C 0.24475 -2.26185 -1.44682 0.15 -0.59 0.13 -0.352
S -0.07121 -4.02987 -1.13513 -0.07 0.13 0.06 -0.071
C 0.11669 -4.05689 0.67040 0.02 0.15 -0.53 -0.738
N 1.43614 0.28119 -0.40036 -0.15 0.05 -0.21 -0.056
C 2.28910 0.97576 0.42003 -0.15 -0.08 -0.03 0.259
O 3.49846 0.90867 0.33756 0.39 0.01 -0.04 -0.704
N 1.68759 1.75214 1.37715 0.36 0.37 0.27 -0.085
C 0.34514 1.82438 1.76513 -0.46 -0.14 0.04 -0.113
C -0.49113 0.71426 1.76154 0.22 0.15 0.08 -0.510
C -1.80968 0.81500 2.17273 -0.38 0.12 0.10 -0.425
C -2.31539 2.03181 2.61416 0.17 0.03 -0.03 0.837
O -3.59072 2.24311 3.04207 0.20 0.24 -0.01 -0.454
C -4.48507 1.15741 3.05148 -0.13 -0.16 0.00 -0.815
C -1.46857 3.14183 2.64514 -0.20 -0.16 0.08 -0.695
C -0.16113 3.03958 2.22806 -0.02 -0.16 -0.10 -0.519
H 2.00956 -0.38777 -5.91910 -0.02 0.02 0.05 0.245
H 0.35837 -0.21478 -5.24727 0.08 0.02 -0.02 0.304
H 1.46434 1.17413 -5.23176 0.00 -0.09 -0.02 0.310
H 3.05845 -0.23414 -1.56992 -0.24 0.01 -0.06 0.569
H 2.18420 -2.27423 -0.50634 0.05 0.03 -0.04 0.374
H 2.22507 -2.43433 -2.26839 0.01 -0.06 0.05 0.395
H -0.29585 -1.69609 -0.68838 -0.06 0.11 -0.05 -0.038
H -0.19635 -2.05635 -2.42168 -0.08 0.08 -0.01 0.331
H -0.61358 -3.38910 1.11949 -0.03 0.01 0.14 0.178
H -0.07087 -5.07719 0.98690 0.00 -0.07 0.09 0.346
H 1.12569 -3.76572 0.94644 0.05 -0.01 0.15 0.263
H 0.51815 0.68158 -0.54879 0.06 0.02 0.04 0.462
H 2.32765 2.37163 1.85404 0.02 -0.21 -0.13 0.267
H -0.10283 -0.24633 1.46155 0.01 -0.06 -0.01 0.693
H -2.42679 -0.06943 2.15415 -0.08 -0.06 0.01 0.383
H -4.14225 0.35934 3.71825 -0.01 0.02 -0.04 0.328
H -4.63714 0.75190 2.04590 0.02 0.00 0.04 0.332
H -5.42750 1.55552 3.42396 0.04 -0.08 -0.03 0.235
H -1.86530 4.07844 3.00262 -0.04 0.12 0.04 0.418
H 0.48306 3.90572 2.25968 0.06 0.11 -0.04 0.383